No. 1
{
  "formula": "C14H8Cl2F6N4O6PtS3",
  "method": "ωB97M-V/def2-TZVPD",
  "lumo_energy_ev": [-0.87, -1.11],
  "energy_ev": -109993.9087,
  "de_lowest_kcal_mol": 0.00,
  "multiplicity": 3,
  "total_charge": 0,
  "homo_energy_ha": [-0.338, -0.349],
  "species": ["Pt", "Cl", "Cl", "S", "S", "S", "F", "F", "F", "F", "F", "F", "O", "O", "O", "O", "O", "O", "N", "N", "N", "N", "C", "C", "C", "C", "C", "C", "C", "C", "C", "C", "C", "C", "C", "C", "H", "H", "H", "H", "H", "H", "H", "H"],
  "xyz": [[-0.28011, -0.16697, 0.04944], [-2.50294, 1.01477, 1.52069], [-0.43666, 3.09915, 1.65983], [-1.61674, -2.37623, -1.82903], [3.43615, 1.69843, -2.22871], [-0.37408, -3.41696, 0.36412], [-0.75309, -2.82273, -4.26563], [1.62469, -3.77822, 1.96822], [0.34565, -1.26207, -3.25020], [1.85550, -4.77805, 0.05893], [2.16195, -2.64127, 0.20633], [-1.66741, -0.88267, -3.95132], [-2.09877, -1.15986, -1.17205], [-0.98661, -4.68773, 0.56885], [-2.15125, 3.28641, -1.39116], [-0.73830, -2.33179, 1.27306], [-2.57761, -3.36377, -2.18993], [-0.92289, 1.45699, -1.10520], [1.13314, -0.01814, 1.63790], [-0.31410, -2.92284, -1.12666], [3.18713, 0.29204, 2.38944], [1.62311, 0.53858, -0.91489], [-1.67525, 2.41861, -0.69259], [0.11614, -0.76419, 3.82628], [2.35713, 0.33789, 1.32599], [-0.86462, -1.80247, -3.42469], [0.44367, -0.99461, 5.14467], [3.74902, 1.34692, -0.58491], [2.77226, -0.37328, 4.80546], [-1.91060, 2.54497, 0.82070], [1.75082, -0.80431, 5.62600], [1.88163, 1.01596, -2.09324], [2.66602, 0.73380, -0.04349], [1.43289, -3.67167, 0.65040], [1.14176, -0.33244, 2.98990], [2.43451, -0.14015, 3.47719], [-0.32189, -1.33644, 5.82707], [4.67346, 1.63042, -0.11236], [1.95990, -1.00360, 6.66816], [4.17229, 0.48689, 2.37925], [-0.88153, -0.92552, 3.44621], [3.77653, -0.22673, 5.17735], [-2.67328, 3.29036, 1.00610], [1.16974, 0.99600, -2.90261]],
  "atomic_forces_ev_per_a": [[-0.3, 0.1, 0.2], [0.0, -0.1, 0.1], [0.0, -0.1, -0.1], [0.1, -0.1, 0.1], [0.0, 0.0, 0.0], [-0.1, 0.0, -0.1], [0.0, 0.1, 0.1], [0.0, 0.0, -0.1], [0.0, 0.0, 0.1], [0.0, 0.0, 0.0], [0.0, 0.0, 0.0], [0.1, -0.1, 0.0], [0.3, -0.1, -0.1], [0.1, 0.1, 0.2], [-0.1, -0.1, 0.1], [0.2, 0.0, -0.1], [-0.2, 0.2, 0.0], [-0.1, 0.1, 0.0], [0.2, 0.0, 0.1], [0.0, -0.2, -0.2], [-0.2, 0.0, 0.0], [0.1, -0.2, -0.1], [0.4, 0.3, -0.2], [0.0, 0.0, 0.0], [0.1, 0.0, -0.2], [-0.2, 0.0, -0.1], [0.0, 0.0, 0.0], [-0.1, 0.0, 0.0], [-0.1, 0.0, 0.0], [-0.2, 0.0, 0.2], [0.0, 0.0, 0.0], [0.0, 0.0, 0.1], [-0.1, 0.0, 0.2], [0.0, 0.0, 0.1], [-0.1, 0.1, 0.0], [0.1, 0.0, 0.0], [0.0, 0.0, 0.0], [0.0, 0.0, 0.0], [0.0, 0.0, 0.0], [0.0, 0.0, 0.0], [0.0, 0.0, 0.0], [0.0, 0.0, 0.0], [0.0, 0.0, 0.0], [0.0, 0.0, 0.0]],
  "lowdin_spin": [1.475, 0.040, -0.001, 0.003, 0.008, 0.005, 0.000, 0.000, -0.001, 0.000, 0.000, 0.000, 0.044, 0.003, 0.013, 0.050, 0.005, 0.137, 0.078, -0.002, 0.002, 0.097, 0.010, 0.001, 0.007, 0.000, 0.000, 0.003, 0.001, 0.001, 0.000, 0.003, 0.005, 0.000, 0.010, 0.003, 0.000, 0.001, 0.000, 0.000, 0.000, 0.000, 0.001, 0.001]
}

***

No. 2
{
  "formula": "C43H60BaCl3GeN5O5SSi3",
  "method": "ωB97M-V/def2-TZVPD",
  "lumo_energy_ev": [1.99, 1.99],
  "energy_ev": -192503.9264,
  "de_lowest_kcal_mol": 45.93,
  "multiplicity": 2,
  "total_charge": -1,
  "homo_energy_ha": [-0.078, -0.164],
  "species": ["Ba", "Ge", "Cl", "Cl", "Cl", "S", "Si", "Si", "Si", "O", "O", "O", "O", "O", "N", "N", "N", "N", "N", "C", "C", "C", "C", "C", "C", "C", "C", "C", "C", "C", "C", "C", "C", "C", "C", "C", "C", "C", "C", "C", "C", "C", "C", "C", "C", "C", "C", "C", "C", "C", "C", "C", "C", "C", "C", "C", "C", "C", "C", "C", "C", "C", "H", "H", "H", "H", "H", "H", "H", "H", "H", "H", "H", "H", "H", "H", "H", "H", "H", "H", "H", "H", "H", "H", "H", "H", "H", "H", "H", "H", "H", "H", "H", "H", "H", "H", "H", "H", "H", "H", "H", "H", "H", "H", "H", "H", "H", "H", "H", "H", "H", "H", "H", "H", "H", "H", "H", "H", "H", "H", "H", "H"],
  "xyz": [[1.05659, 0.55955, -0.20229], [-1.79121, -3.44735, -0.63589], [0.67739, 4.43755, -5.04949], [-1.11191, -1.36655, -0.55559], [0.95279, -0.74005, -3.47409], [1.28929, 2.39315, -2.79259], [0.06499, -5.06225, -0.68039], [-3.16911, -3.53565, 1.38151], [-2.97441, -3.37885, -2.77809], [8.24289, 2.07215, 0.86971], [-0.01851, 0.33185, 5.65931], [-2.12911, 2.63495, 2.30461], [2.23849, -2.08375, -0.88759], [-1.14881, 3.01175, -0.57049], [3.64899, 0.32125, -0.36839], [0.29679, 1.47185, 3.35521], [0.73459, 2.35735, 1.24731], [0.22409, 3.74075, 3.12521], [8.17479, 2.47325, -1.37639], [0.73559, 0.33245, 6.84451], [4.30469, 0.73485, -1.48549], [-4.06561, -4.94655, -2.97839], [2.05479, 4.27225, 0.57141], [-4.43771, -2.10085, 1.41101], [6.29559, 1.41085, -0.29719], [0.31319, 2.34225, -6.67669], [5.61629, 0.95995, 0.87121], [0.61489, 2.73985, -5.39499], [1.23559, 5.77085, -1.09799], [-3.02291, 6.21775, 2.25981], [0.42799, 2.46845, 2.48051], [0.77979, -1.80955, 4.82861], [-0.72931, 5.93835, 2.87101], [-0.07661, 3.86065, -0.46459], [0.73149, 0.47195, -4.68549], [0.45489, -0.48425, 4.62271], [5.56139, 1.25405, -1.50889], [-2.08211, 4.00035, 2.38881], [4.36269, 0.44655, 0.78851], [0.97139, -0.62745, 2.21081], [-1.78411, -3.28865, -4.27069], [-0.84521, 4.55705, 2.76741], [-0.92421, -6.71185, -0.64669], [2.23339, 5.38965, -0.22259], [-4.12691, -1.85225, -2.83119], [-1.81021, 6.76785, 2.62131], [0.85749, 1.83365, -4.33729], [0.57949, 0.09635, 3.34461], [-1.99481, 3.19005, -1.68059], [-4.17181, -5.17425, 1.39321], [0.22249, 0.98885, -6.97189], [7.59429, 1.99215, -0.18519], [1.08939, -4.98155, -2.29089], [-3.15511, 4.83985, 2.13741], [-2.12261, -3.42425, 2.97591], [1.28239, -1.96645, 2.49121], [0.42779, 0.05775, -5.96589], [-3.28511, 2.04225, 1.77591], [1.27079, -5.18915, 0.80591], [0.08609, 5.00975, -1.21929], [1.21319, -2.55235, 3.74411], [0.90089, 3.51055, 0.47571], [-3.87541, 6.85345, 2.06961], [-4.82151, -1.86105, -1.99729], [1.78269, 0.59015, 6.64621], [-4.79611, -5.01475, -2.17829], [-1.69341, 7.83865, 2.70021], [-2.62861, 4.07625, -1.56039], [-4.77131, -5.27975, 2.29221], [-3.46281, -5.84905, -2.94979], [-4.14221, 2.17555, 2.44641], [1.49849, -3.58795, 3.88821], [-4.70601, -1.80035, -3.74739], [3.84319, 0.09665, 1.67331], [2.32829, -2.30955, 0.04161], [5.99619, 1.53115, -2.45939], [7.53129, 2.85145, -2.05219], [-0.31391, -7.57165, -0.90049], [2.16799, -4.60685, 0.62821], [-3.53351, -0.94765, -2.75779], [-0.01531, 0.66265, -7.97189], [-3.52631, 2.44475, 0.78811], [-3.92581, -1.16225, 1.59571], [-2.62421, 2.30335, -1.73199], [-2.31321, -3.15745, -5.20999], [2.98759, -1.48255, -1.03649], [-1.33991, -6.88745, 0.34031], [-4.60281, -4.93855, -3.92129], [-4.94971, -2.01535, 0.45711], [8.96449, 3.07375, -1.19359], [1.09119, 4.26215, 3.19311], [-1.43641, -4.26115, 3.06161], [-1.41841, 3.27175, -2.60599], [0.51809, -5.32865, -3.14539], [1.39429, -3.95735, -2.48199], [-1.18291, -4.18805, -4.35329], [0.70219, -0.63035, 7.36501], [0.35379, -0.99835, -6.17589], [-0.00521, 1.77715, 4.27391], [1.61119, -2.60605, 1.68181], [0.70149, -2.25725, 5.80871], [-4.11171, 4.43375, 1.84691], [-3.05761, 0.98135, 1.68181], [-1.75531, -6.67705, -1.34409], [0.81279, -4.82985, 1.72131], [-1.52521, -2.51735, 2.96531], [0.15099, 3.08975, -7.43779], [3.15239, 5.95235, -0.16149], [-2.73261, -3.40695, 3.87441], [1.57889, -6.21685, 0.97071], [-1.10301, -2.45195, -4.15489], [-0.66261, 5.30445, -1.93809], [-5.19071, -2.22985, 2.18321], [6.12569, 1.04725, 1.81921], [3.74549, 0.62175, -2.40699], [0.28739, 1.09315, 7.48511], [1.98919, -5.58615, -2.22599], [1.35979, 6.64255, -1.72129], [0.22719, 6.35865, 3.14991], [-4.84191, -5.22035, 0.54001], [2.82849, 3.95285, 1.25721], [-3.50721, -6.02955, 1.33351]],
  "atomic_forces_ev_per_a": [[0.5, -1.6, -3.2], [-0.1, -0.8, 0.0], [0.0, 0.3, -0.2], [-0.6, 0.0, -0.1], [0.1, -0.2, 0.2], [0.2, 0.1, 0.4], [0.4, -0.8, -0.1], [-0.6, -0.2, 0.7], [-0.5, -0.1, -0.7], [0.0, 0.0, -0.1], [-0.1, -0.2, -0.6], [0.2, 0.6, 0.3], [-0.2, -0.4, -0.3], [0.5, 0.0, 0.4], [0.5, -0.1, -0.2], [-0.1, 0.5, 0.7], [-0.3, 1.3, 1.8], [0.3, -0.2, 0.3], [0.0, 0.0, 0.0], [0.2, 0.0, 0.3], [0.0, 0.0, -0.4], [0.5, 0.5, 0.3], [0.1, 0.0, -0.1], [0.6, -0.4, -0.3], [-0.2, 0.0, 0.2], [0.0, -0.1, -0.1], [0.2, 0.1, 0.1], [0.0, -0.3, 0.2], [-0.1, -0.1, 0.0], [0.0, 0.1, 0.0], [0.0, 0.3, 0.7], [-0.1, 0.1, 0.1], [-0.1, -0.2, -0.1], [-0.1, 0.0, 0.1], [-0.1, 0.5, -0.4], [0.0, 0.2, 0.1], [0.2, 0.1, -0.1], [0.0, 0.0, -0.1], [0.0, -0.1, 0.4], [-0.1, 0.1, 1.0], [-0.2, 0.0, 0.8], [-0.4, 0.1, -0.1], [0.1, 0.7, -0.1], [0.1, 0.2, 0.1], [0.6, -0.5, 0.3], [0.0, 0.0, 0.0], [0.0, -0.1, -0.2], [0.1, -0.8, 0.0], [-0.2, 0.1, -0.4], [0.5, 0.6, -0.2], [0.0, 0.0, 0.0], [0.3, 0.1, 0.0], [-0.6, 0.2, 0.5], [0.0, -0.1, 0.0], [-0.2, 0.0, -0.8], [0.0, 0.2, 0.0], [-0.1, -0.1, -0.1], [-0.2, -0.1, -0.1], [-0.6, 0.4, -0.5], [-0.2, 0.2, -0.1], [0.1, -0.2, -0.1], [-0.1, 0.7, -0.3], [-0.1, 0.0, 0.0], [-0.1, 0.0, 0.2], [-0.1, 0.0, 0.0], [-0.2, 0.0, 0.2], [0.0, 0.1, 0.0], [0.0, 0.0, 0.0], [-0.1, 0.1, 0.2], [0.1, -0.2, 0.0], [0.0, 0.0, -0.1], [0.0, -0.1, 0.0], [0.0, -0.1, -0.2], [0.0, 0.0, 0.2], [0.1, 0.0, 0.2], [-0.1, 0.0, -0.1], [0.0, 0.0, 0.0], [0.3, -0.1, -0.1], [0.2, 0.2, 0.0], [0.1, 0.2, 0.0], [0.0, 0.0, -0.1], [0.0, 0.0, 0.0], [0.1, 0.2, 0.0], [0.0, 0.0, 0.0], [-0.3, 0.0, -0.1], [0.1, 0.2, 0.2], [-0.1, 0.0, 0.3], [-0.1, 0.1, -0.2], [-0.1, 0.0, -0.2], [-0.1, 0.0, 0.1], [-0.1, -0.1, 0.0], [0.2, -0.2, 0.0], [0.0, 0.0, 0.0], [-0.2, -0.1, -0.1], [0.1, 0.2, 0.0], [0.1, -0.2, 0.0], [0.0, 0.1, -0.1], [0.0, -0.1, 0.0], [0.1, 0.1, -0.3], [0.0, -0.2, -0.1], [0.0, 0.0, 0.1], [0.0, -0.1, 0.0], [0.0, 0.0, 0.0], [-0.2, 0.0, -0.2], [-0.1, 0.1, 0.2], [0.2, 0.2, 0.0], [0.0, 0.1, -0.1], [0.1, 0.1, 0.0], [-0.3, 0.0, 0.1], [-0.1, -0.3, -0.2], [0.1, 0.2, 0.0], [0.0, -0.1, -0.1], [0.0, -0.2, 0.2], [0.0, -0.1, 0.1], [0.0, 0.1, -0.1], [0.1, -0.1, 0.0], [0.1, -0.2, 0.2], [0.0, 0.1, -0.1], [0.1, 0.0, 0.0], [-0.1, 0.0, -0.2], [0.1, -0.1, 0.0], [0.1, -0.2, 0.0]],
  "lowdin_spin": [0.006, 0.000, 0.000, 0.000, 0.000, 0.000, 0.000, 0.000, 0.000, 0.129, 0.000, 0.000, 0.004, 0.000, 0.192, 0.000, 0.000, 0.000, 0.030, 0.000, 0.067, 0.000, 0.000, 0.000, 0.210, 0.000, 0.066, 0.000, 0.000, 0.000, 0.000, 0.000, 0.000, 0.000, 0.000, 0.000, 0.083, 0.000, 0.075, 0.000, 0.000, 0.000, 0.000, 0.000, 0.000, 0.000, 0.000, 0.000, 0.000, 0.000, 0.000, 0.111, 0.000, 0.000, 0.000, 0.000, 0.000, 0.000, 0.000, 0.000, 0.000, 0.000, 0.000, 0.000, 0.000, 0.000, 0.000, 0.000, 0.000, 0.000, 0.000, 0.000, 0.000, 0.004, 0.000, 0.006, 0.003, 0.000, 0.000, 0.000, 0.000, 0.000, 0.000, 0.000, 0.000, 0.002, 0.000, 0.000, 0.000, 0.003, 0.000, 0.000, 0.000, 0.000, 0.000, 0.000, 0.000, 0.000, 0.000, 0.000, 0.000, 0.000, 0.000, 0.000, 0.000, 0.000, 0.000, 0.000, 0.000, 0.000, 0.000, 0.000, 0.000, 0.004, 0.002, 0.000, 0.000, 0.000, 0.000, 0.000, 0.001, 0.000]
}